DFT (the ωB97M-V functional and the def2-TZVPD basis) results for an isolated molecule of C4H12N2S.

Summary:
ΔE to the lowest compared entry with this formula, charge and spin = 38.7 kJ/mol
Energy = -18157.617 eV
HOMO energy = -0.3288 Eh
SMILES = CNC[C@@H](N)CS

Each line ends with the natural charge from an NBO analysis.
Element x y z (Å)
C 2.120 -1.614 -0.210  -0.4235
N 0.715 -1.756 0.176  -0.6331
C -0.233 -1.110 -0.710  -0.2324
C 0.021 0.351 -1.003  -0.0830
N -1.151 0.876 -1.683  -0.8279
C 0.338 1.094 0.314  -0.5270
S -1.064 1.147 1.481  -0.0762
H 2.254 -1.489 -1.297  0.1660
H 2.658 -2.506 0.078  0.2040
H 2.597 -0.719 0.183  0.1841
H 0.551 -2.752 0.148  0.3617
H -0.354 -1.650 -1.659  0.1808
H -1.206 -1.300 -0.242  0.2040
H 0.910 0.475 -1.617  0.1967
H -0.988 1.804 -2.067  0.3552
H -1.866 1.032 -0.977  0.3635
H 1.101 0.541 0.848  0.2308
H 0.626 2.136 0.167  0.2206
H -0.853 -0.064 2.011  0.1357